--- A ---
Density functional theory data (the ωB97M-V functional and the def2-TZVPD basis) for the molecule C17H28N2O2.

Geometry as XYZ:
```
49
Properties=species:S:1:pos:R:3
C 2.19 2.27 0.84
C 3.28 1.42 0.26
C 4.22 1.98 -0.59
C 5.24 1.21 -1.11
C 5.35 -0.12 -0.77
C 4.43 -0.72 0.08
C 3.37 0.06 0.57
O 2.43 -0.50 1.44
C 1.47 -1.34 0.84
C 0.52 -0.59 -0.09
O -0.39 -1.53 -0.61
C -1.22 -1.04 -1.63
C -2.09 0.17 -1.24
N -2.57 0.09 0.13
C -3.39 -1.06 0.45
C -4.82 -0.95 -0.11
N -5.45 0.25 0.41
C -6.83 0.36 -0.01
H -6.94 0.43 -1.10
H -7.27 1.24 0.44
H -7.37 -0.52 0.34
C -4.68 1.42 0.03
C -3.25 1.29 0.57
H -2.66 2.17 0.29
H -3.30 1.25 1.67
H -5.15 2.30 0.47
H -4.65 1.56 -1.07
H -5.40 -1.82 0.22
H -4.80 -0.96 -1.21
H -2.90 -1.96 0.09
H -3.45 -1.11 1.54
H -2.90 0.24 -1.99
H -1.49 1.08 -1.31
H -1.85 -1.89 -1.92
H -0.62 -0.75 -2.51
H -0.01 0.19 0.47
H 1.09 -0.12 -0.91
H 0.91 -1.77 1.67
H 1.94 -2.15 0.27
C 4.59 -2.15 0.48
H 5.65 -2.39 0.57
H 4.16 -2.82 -0.26
H 4.11 -2.34 1.44
H 6.16 -0.72 -1.15
H 5.97 1.65 -1.78
H 4.15 3.03 -0.83
H 1.70 1.75 1.66
H 2.60 3.21 1.20
H 1.44 2.50 0.08
```

HOMO level (eV): -8.191
Gap between HOMO and LUMO (eV): 9.0
Total charge: 0
Multiplicity: 1

--- B ---
Density functional theory data (the ωB97M-V functional and the def2-TZVPD basis) for the molecule C17H28N2O2.

Geometry as XYZ:
```
49
Properties=species:S:1:pos:R:3
C 2.69 1.21 -8.38
C 1.59 1.41 -7.34
C 2.04 0.98 -5.94
C 0.95 1.19 -4.90
C 1.40 0.77 -3.50
C 0.31 1.00 -2.46
C 0.76 0.66 -1.03
C 0.87 -0.85 -0.79
C 1.43 -1.19 0.59
C 0.50 -0.79 1.74
C 1.05 -1.27 3.09
C 0.14 -0.79 4.21
O 0.38 0.17 4.90
N -0.99 -1.56 4.32
N -2.06 -1.45 5.14
C -2.17 -0.54 6.02
C -3.35 -0.50 6.84
C -4.47 -1.29 6.88
C -5.29 -0.76 7.90
C -4.61 0.31 8.41
O -3.44 0.48 7.78
H -4.85 1.01 9.19
H -6.25 -1.12 8.22
H -4.67 -2.13 6.26
H -1.43 0.23 6.22
H -1.09 -2.35 3.69
H 2.03 -0.84 3.25
H 1.13 -2.36 3.10
H 0.41 0.30 1.77
H -0.49 -1.21 1.56
H 1.59 -2.27 0.64
H 2.40 -0.71 0.72
H -0.11 -1.31 -0.91
H 1.53 -1.28 -1.54
H 0.03 1.08 -0.34
H 1.72 1.13 -0.83
H 0.02 2.05 -2.49
H -0.57 0.41 -2.71
H 2.29 1.34 -3.23
H 1.68 -0.29 -3.53
H 0.67 2.25 -4.88
H 0.06 0.62 -5.18
H 2.93 1.56 -5.66
H 2.33 -0.07 -5.96
H 1.30 2.46 -7.32
H 0.71 0.83 -7.63
H 3.57 1.79 -8.12
H 2.98 0.16 -8.42
H 2.35 1.52 -9.36
```

HOMO level (eV): -8.033
Gap between HOMO and LUMO (eV): 8.7
Total charge: 0
Multiplicity: 1

Energy ordering: B at the bottom, the next structure 5.5 kcal/mol above.